{"formula": "C2H5NO2S", "method": "ωB97M-V with the def2-TZVPD basis set", "species": ["C", "C", "O", "S", "N", "O", "H", "H", "H", "H", "H"], "xyz": [[1.1666, 0.2572, 0.2173], [-0.2916, -0.0084, -0.2767], [-0.6587, 0.2078, -1.5637], [-0.5782, -1.7905, 0.0869], [-1.1279, 0.6086, 0.7007], [-2.0927, 1.2334, 0.3358], [1.8945, -0.4295, -0.0311], [1.5134, 1.3269, 0.0878], [0.9832, 0.2302, 1.2679], [0.1611, -0.1248, -2.0859], [-0.9698, -1.5108, 1.2610]], "homo_lumo_gap_ha": 0.3341, "smiles": "C[C@@](O)(S)N=O", "e_homo_ha": -0.3463}